C2H4F2 | ωB97M-V with the def2-TZVPD basis set

SMILES	CC(F)F
multiplicity	1
energy above the lowest of the compared OMol25 structures with the same formula, charge and spin	30.2	kcal/mol
DFT total energy	-7572.57581	eV
highest occupied orbital energy	-11.0	eV

Element x y z (Å)
C  -0.775  -0.183  0.593
C  0.577  0.280  -0.504
F  1.011  -0.859  -0.985
F  1.582  0.883  0.211
H  -0.309  -0.343  1.562
H  -1.447  0.501  0.361
H  -1.025  -1.248  0.140
H  0.385  0.970  -1.378

Löwdin atomic charge list, values in e, 5 entries: number 1, C, carries 0.05; number 2, C, carries -0.38; number 3, F, carries 0.04; number 4, F, carries 0.00; number 5, H, carries 0.06

C6H10N2O2 | ωB97M-V with the def2-TZVPD basis set

SMILES	[H]/N=C(\O)[C@H]1CO[C@H]2C[C@H]2N1
multiplicity	1
energy above the lowest of the compared OMol25 structures with the same formula, charge and spin	104.0	kcal/mol
DFT total energy	-13455.43327	eV
highest occupied orbital energy	-9.1	eV

Element x y z (Å)
H  3.349  -0.848  -1.483
N  3.122  0.108  -0.737
C  2.200  -0.457  -0.117
O  2.142  -1.870  -0.889
C  0.883  0.010  0.424
C  0.476  1.387  -0.092
O  -0.674  1.840  0.594
C  -1.693  0.915  0.826
C  -2.380  0.167  -0.273
C  -1.450  -0.563  0.680
N  -0.158  -0.986  0.193
H  1.495  -2.375  -0.370
H  1.023  0.091  1.517
H  1.262  2.128  0.089
H  0.292  1.331  -1.179
H  -2.302  1.243  1.668
H  -3.453  -0.002  -0.184
H  -2.017  0.300  -1.294
H  -1.904  -1.219  1.427
H  -0.213  -1.200  -0.800

Löwdin atomic charge list, values in e, 5 entries: number 1, H, carries 0.19; number 2, N, carries 0.12; number 3, C, carries -0.28; number 4, O, carries -0.13; number 5, C, carries -0.27

C10H30ClO9Y | ωB97M-V with the def2-TZVPD basis set

charge	+2
multiplicity	1
energy above the lowest of the compared OMol25 structures with the same formula, charge and spin	121.3	kcal/mol
DFT total energy	-42811.70378	eV
highest occupied orbital energy	-13.7	eV

Element x y z (Å)
Y  12.736  -2.549  -10.162
Cl  7.320  0.178  -9.548
O  6.498  -0.866  -10.031
O  8.563  -0.502  -9.196
O  7.630  1.166  -10.526
O  6.787  0.740  -8.326
C  8.702  -7.590  -8.082
C  8.944  -6.051  -8.276
O  10.338  -5.856  -8.269
H  7.816  -7.693  -7.456
H  9.498  -8.245  -7.728
H  8.303  -7.947  -9.032
H  8.394  -5.431  -7.568
H  8.424  -5.963  -9.230
H  10.628  -6.740  -8.032
C  1.845  4.855  -9.858
C  3.337  5.075  -9.937
O  3.888  5.394  -8.690
H  1.577  3.878  -9.455
H  1.554  4.997  -10.898
H  1.225  5.561  -9.305
H  3.634  5.918  -10.560
H  3.865  4.203  -10.322
H  3.974  4.574  -8.198
C  1.399  -1.827  -14.644
C  2.203  -0.504  -14.457
O  1.710  0.391  -15.440
H  0.321  -1.691  -14.557
H  1.731  -2.485  -13.841
H  1.566  -2.225  -15.645
H  3.286  -0.624  -14.436
H  2.005  -0.209  -13.426
H  2.358  1.099  -15.439
C  3.384  6.915  -16.543
C  4.693  6.401  -16.090
O  4.594  5.095  -15.524
H  3.351  7.984  -16.753
H  2.598  6.838  -15.792
H  3.249  6.458  -17.524
H  5.154  7.031  -15.330
H  5.436  6.372  -16.887
H  5.418  4.952  -15.054
C  14.164  2.899  -12.558
C  13.089  2.443  -11.612
O  12.556  1.211  -12.159
H  13.979  2.719  -13.617
H  15.162  2.559  -12.282
H  14.302  3.980  -12.563
H  12.298  3.189  -11.533
H  13.430  2.218  -10.602
H  12.139  1.391  -13.004

Löwdin atomic charge list, values in e, 5 entries: number 1, Y, carries 1.55; number 2, Cl, carries 0.66; number 3, O, carries -0.21; number 4, O, carries -0.25; number 5, O, carries -0.27

C40H84InNO12PS3 | ωB97M-V with the def2-TZVPD basis set

charge	-1
multiplicity	1
energy above the lowest of the compared OMol25 structures with the same formula, charge and spin	34.7	kcal/mol
DFT total energy	-115869.22056	eV
highest occupied orbital energy	-4.4	eV

Element x y z (Å)
C  -3.996  -5.158  -3.951
C  -2.732  -5.368  -3.102
C  -1.614  -4.391  -3.461
C  -0.286  -4.831  -2.778
C  0.349  -3.717  -1.919
C  1.816  -3.379  -2.287
C  2.766  -3.368  -1.088
C  2.306  -2.480  0.081
N  3.213  -1.321  0.256
C  2.639  -0.025  -0.121
C  3.608  0.853  -0.937
C  3.569  2.343  -0.546
C  2.937  3.238  -1.600
C  1.424  3.113  -1.685
C  0.859  4.284  -2.489
C  -0.664  4.402  -2.380
C  -1.400  3.060  -2.423
C  3.821  -1.317  1.517
S  3.175  -0.786  2.916
S  5.434  -2.000  1.440
C  6.067  -1.964  3.140
C  5.517  -3.031  4.066
C  5.999  -2.786  5.512
In  4.317  -2.813  7.020
C  4.517  -1.130  8.519
C  3.270  -0.179  8.523
C  2.552  -0.304  9.862
C  1.147  0.354  9.970
S  0.417  0.944  8.453
O  -0.823  1.568  8.801
O  0.200  -0.113  7.539
O  1.353  2.074  7.820
P  2.040  -2.719  5.802
O  0.944  -3.366  6.613
H  -4.671  -4.445  -3.496
H  -3.742  -4.778  -4.935
H  -4.536  -6.095  -4.009
H  -2.977  -5.271  -2.050
H  -2.359  -6.362  -3.326
H  -1.484  -4.449  -4.537
H  -1.877  -3.376  -3.183
H  -0.536  -5.641  -2.103
H  0.404  -5.146  -3.551
H  -0.224  -2.796  -1.967
H  0.338  -4.021  -0.876
H  1.884  -2.434  -2.820
H  2.164  -4.142  -2.981
H  3.726  -3.022  -1.453
H  2.937  -4.387  -0.751
H  2.384  -3.077  0.984
H  1.266  -2.179  0.000
H  1.788  -0.235  -0.760
H  2.248  0.547  0.719
H  4.618  0.458  -0.934
H  3.279  0.820  -1.975
H  3.085  2.495  0.417
H  4.608  2.653  -0.436
H  3.154  4.268  -1.319
H  3.404  3.094  -2.568
H  0.956  3.131  -0.703
H  1.148  2.192  -2.196
H  1.302  5.188  -2.074
H  1.118  4.217  -3.545
H  -0.990  4.955  -1.502
H  -1.006  4.982  -3.239
H  -0.929  2.354  -3.100
H  -2.430  3.170  -2.748
H  -1.459  2.670  -1.412
H  7.140  -2.067  3.046
H  5.839  -0.977  3.530
H  5.959  -3.979  3.759
H  4.443  -3.155  3.993
H  6.681  -3.574  5.809
H  6.501  -1.825  5.598
H  4.263  -4.355  7.930
H  4.651  -1.528  9.520
H  5.421  -0.586  8.254
H  3.668  0.826  8.382
H  2.646  -0.484  7.697
H  3.196  0.179  10.593
H  2.503  -1.346  10.154
H  1.102  1.170  10.682
H  0.442  -0.388  10.320
H  2.185  2.123  8.326
H  1.676  -1.343  5.671
H  2.099  -3.245  4.480
O  -0.140  2.971  1.709
C  -0.550  2.421  2.698
O  -1.640  1.635  2.607
C  -2.057  0.760  3.667
C  -2.945  1.468  4.668
C  0.074  2.647  4.049
H  -1.197  0.289  4.143
H  -2.616  -0.035  3.176
H  -2.415  2.275  5.174
H  -3.300  0.767  5.423
H  -3.806  1.910  4.162
H  -0.389  3.511  4.525
H  1.133  2.848  3.908
H  0.003  1.787  4.711
O  4.726  4.858  -3.652
C  4.314  5.332  -4.673
O  4.113  4.522  -5.736
C  3.423  4.934  -6.916
C  4.355  5.597  -7.910
C  4.093  6.819  -4.826
H  2.569  5.566  -6.667
H  3.019  4.019  -7.347
H  4.785  6.514  -7.508
H  3.822  5.841  -8.830
H  5.183  4.930  -8.151
H  5.020  7.284  -5.159
H  3.828  7.223  -3.852
H  3.288  7.080  -5.510
O  -4.626  2.515  -2.293
C  -5.225  3.118  -1.448
O  -6.143  4.039  -1.823
C  -7.050  4.654  -0.908
C  -6.444  5.880  -0.256
C  -4.911  2.941  0.019
H  -7.410  3.932  -0.174
H  -7.911  4.945  -1.508
H  -5.573  5.625  0.347
H  -7.176  6.372  0.386
H  -6.115  6.587  -1.017
H  -4.112  3.627  0.297
H  -4.563  1.923  0.171
H  -5.765  3.089  0.677
O  -6.991  -4.856  -4.484
C  -7.311  -5.505  -5.440
O  -6.373  -5.830  -6.355
C  -6.592  -6.769  -7.408
C  -7.200  -6.112  -8.630
C  -8.751  -5.894  -5.691
H  -7.184  -7.616  -7.057
H  -5.605  -7.159  -7.654
H  -8.188  -5.702  -8.416
H  -7.295  -6.831  -9.444
H  -6.572  -5.285  -8.964
H  -9.240  -5.098  -6.252
H  -9.246  -6.000  -4.729
H  -8.871  -6.837  -6.219

Löwdin atomic charge list, values in e, 5 entries: number 1, C, carries -0.12; number 2, C, carries -0.27; number 3, C, carries -0.22; number 4, C, carries -0.19; number 5, C, carries -0.20